No. 1
The following is a quantum chemistry calculation of a cluster of 10 separate species, C36H70O17S5 in total, from the OMol25 dataset.

Each line ends with the Mulliken charge.
Atoms and positions in Å:
C -4.08816 0.47097 1.81448  -0.982
C -3.88610 -1.00231 2.07065  0.216
C -2.59071 -1.65675 1.47670  0.117
O -2.29690 -2.62499 2.50484  -0.275
C -2.77258 -2.22974 3.75401  0.561
O -2.64304 -2.85216 4.76600  -0.554
O -3.64721 -1.17360 3.47021  -0.398
H -4.21733 0.56795 0.73651  0.342
H -3.17745 0.98917 2.11474  -0.088
H -4.95438 0.83813 2.36490  0.486
H -4.75668 -1.61858 1.84616  0.360
H -1.80382 -0.99790 1.10953  -0.062
H -2.99494 -2.15372 0.59481  0.172
O 0.41958 -2.90334 -5.19161  -0.514
S 1.75754 -2.29517 -5.34575  1.075
O 2.74385 -3.01322 -6.14590  -0.779
C 1.64243 -0.62280 -6.12407  -0.747
C 2.05853 0.37265 -5.06882  -0.847
C 2.00858 -0.37832 -3.68796  1.252
C 2.52004 -1.77827 -3.76353  -0.702
H 0.70067 -0.42420 -6.63568  0.331
H 2.31580 -0.75859 -6.97039  0.479
H 3.10854 0.64603 -5.17292  0.362
H 1.36584 1.21237 -5.01261  0.172
H 0.94536 -0.45885 -3.46170  -1.017
H 2.55647 0.19162 -2.93758  0.143
H 2.50056 -2.49101 -2.93908  0.322
H 3.57504 -1.61290 -3.98201  0.400
O 3.74810 -1.33156 5.10539  -0.643
S 2.58498 -2.22277 4.96685  1.139
O 1.45801 -2.22203 5.93134  -0.678
C 1.73893 -1.97048 3.32780  0.149
C 2.37142 -2.99492 2.45909  -0.424
C 2.44174 -4.29765 3.18667  -0.758
C 3.01204 -3.96193 4.62001  -0.955
H 1.81991 -0.93184 3.00725  0.068
H 0.70697 -2.31077 3.41380  0.103
H 1.86201 -3.02819 1.49603  0.176
H 3.41354 -2.68862 2.36818  0.227
H 3.20924 -4.97602 2.81402  0.406
H 1.50153 -4.83771 3.07505  0.281
H 4.10165 -3.96154 4.59056  0.413
H 3.06391 -4.71550 5.40586  0.501
O 1.75725 2.58137 4.09659  -0.532
S 0.71036 2.73859 5.09032  1.110
O 0.23297 4.09549 5.40129  -0.723
C -0.83569 1.90213 4.39029  0.272
C -1.23942 0.84356 5.48128  -0.428
C -0.55149 1.16315 6.81376  -0.911
C 0.92646 1.58258 6.43903  -0.642
H -0.81092 1.51612 3.37123  -0.583
H -1.56055 2.71515 4.43104  0.504
H -2.27733 0.68906 5.77623  0.444
H -1.01272 -0.18105 5.18654  0.004
H -0.58108 0.41714 7.60792  0.438
H -0.95048 2.06662 7.27489  0.367
H 1.53402 0.78758 6.00667  0.080
H 1.48711 2.17080 7.16550  0.553
O 0.45061 -3.02948 -1.33325  -0.622
S -0.93594 -3.48013 -1.50992  1.466
O -1.96050 -2.46548 -1.72001  -0.670
C -0.99325 -4.69715 -2.94982  -0.398
C -0.99652 -6.12403 -2.34944  -0.745
C -1.95836 -5.90893 -1.15885  -0.916
C -1.44771 -4.72579 -0.27814  -0.311
H -0.11103 -4.63495 -3.58694  0.152
H -1.92113 -4.63127 -3.51796  0.115
H -1.48626 -6.86401 -2.98243  0.363
H 0.04241 -6.40718 -2.18044  0.342
H -1.94161 -6.67880 -0.38740  0.484
H -3.03057 -5.83960 -1.34236  0.325
H -0.59040 -4.97782 0.34604  0.299
H -2.24686 -4.37646 0.37565  0.104
O -1.32305 4.34854 -5.26095  -0.726
S -1.57704 3.68878 -4.00907  0.893
O -0.85309 2.45255 -3.72202  -0.363
C -1.10159 4.92790 -2.69874  -0.702
C -2.41653 4.92026 -1.74928  -0.069
C -3.72438 4.58951 -2.53614  -0.792
C -3.29487 3.53472 -3.56490  -0.531
H -1.23362 5.93824 -3.08590  0.355
H -0.09778 4.69569 -2.34303  0.371
H -2.39192 4.04406 -1.10140  -0.311
H -2.56170 5.78018 -1.09540  0.546
H -3.89213 5.49758 -3.11525  0.307
H -4.57153 4.41931 -1.87172  0.417
H -3.90397 3.15182 -4.38374  0.591
H -3.31946 2.65198 -2.92595  0.129
C -3.09792 -2.26960 -6.02073  -1.032
C -2.35654 -0.93432 -5.91134  0.444
C -2.02911 -0.42501 -4.47280  0.694
O -2.08366 -0.32687 -6.87964  -0.562
H -2.79665 -2.68969 -6.98035  0.368
H -4.18022 -2.14050 -6.01410  0.368
H -2.83647 -3.08617 -5.34770  0.045
H -1.70569 0.61332 -4.54590  -0.300
H -1.29031 -1.08717 -4.02133  -0.499
H -2.85942 -0.62969 -3.79693  0.506
C 3.31745 5.09760 0.75545  -1.229
C 1.94513 4.84705 1.24535  0.886
C 1.39504 5.68193 2.39591  -1.303
O 1.21948 4.03165 0.64396  -0.464
H 3.75572 4.27835 0.18549  0.268
H 3.84717 5.25751 1.69456  0.406
H 3.52190 6.10200 0.38467  0.364
H 0.41406 5.30247 2.68189  0.226
H 1.45441 6.74694 2.17158  0.441
H 2.03964 5.44871 3.24337  0.352
C 3.58874 0.86234 0.14386  0.312
C 4.65091 1.16691 1.05553  0.486
C 4.59705 0.42256 2.36193  -0.471
O 5.62376 1.82913 0.71057  -0.656
H 3.12039 1.81641 -0.09806  -0.038
H 2.82088 0.14046 0.42206  -0.327
H 4.03523 0.52141 -0.79022  0.297
H 3.74970 0.79055 2.94046  0.084
H 5.51610 0.44955 2.94734  0.454
H 4.30275 -0.62188 2.25889  -0.138
C 0.19844 0.38560 -0.98985  -1.170
C -0.09442 1.10142 0.38253  0.469
C -1.29279 2.14993 0.31096  -1.193
O 0.36366 0.64111 1.45256  0.145
H 0.60008 1.08600 -1.72213  0.375
H -0.70976 -0.00417 -1.44956  0.523
H 0.86079 -0.42574 -0.68797  0.187
H -1.97011 1.79324 -0.46499  0.217
H -0.75129 3.06568 0.07374  0.387
H -1.74641 2.33172 1.28527  0.191

Cartesian forces, eV/Å:
C 0.2 -0.7 -0.3
C 1.6 0.0 0.7
C -2.7 -0.3 -0.1
O 1.2 0.3 0.3
C -2.0 -0.2 -2.2
O 0.2 1.4 -1.1
O 0.8 -0.7 2.2
H -0.2 0.4 0.0
H -0.2 0.1 0.0
H 0.1 0.1 -0.2
H -0.1 0.1 -0.3
H 0.4 0.0 0.9
H 0.6 -0.5 0.0
O 1.6 0.9 0.3
S -0.4 -1.0 -1.3
O -0.6 0.1 0.8
C 0.1 -0.8 -0.5
C 0.5 -1.0 1.2
C -1.6 0.9 0.5
C 1.1 0.4 -1.6
H -0.5 -0.3 0.7
H 0.4 0.2 0.3
H -0.2 0.5 -0.4
H 0.4 0.1 -0.1
H -0.1 0.4 0.6
H -0.3 0.0 0.1
H -0.9 0.2 -0.1
H 0.3 -0.7 -0.5
O -1.4 -1.5 -0.1
S -2.7 0.4 0.4
O 2.0 0.4 -0.6
C 0.0 -0.3 1.0
C 1.5 0.6 -0.9
C 0.6 -1.0 1.3
C 1.2 0.0 -0.6
H 0.0 -0.1 0.0
H -0.2 0.6 0.7
H 0.3 -0.2 -0.1
H 0.2 0.1 -0.8
H -0.1 0.1 -0.6
H -0.2 0.0 0.9
H 0.4 0.7 -1.1
H -1.8 0.3 0.5
O 0.3 0.3 0.8
S -2.4 -0.1 -3.2
O 1.1 -1.5 0.7
C -0.8 -0.1 2.1
C 0.0 -0.7 0.4
C 2.0 1.3 -0.3
C -0.7 0.5 0.3
H 0.8 0.0 0.2
H 0.0 0.1 -0.1
H -0.5 0.8 -0.8
H 0.7 0.0 -0.2
H 0.1 -0.4 -0.5
H -0.4 0.1 -0.1
H 0.0 -0.1 0.1
H -0.1 -0.4 0.4
O -1.4 -0.6 0.2
S 0.6 -0.3 -1.7
O 0.4 -0.6 0.4
C 0.4 -1.1 0.0
C -1.5 1.3 0.4
C 1.4 -0.5 2.7
C -0.5 0.2 -0.8
H -0.3 0.9 0.0
H 0.1 0.8 0.1
H 0.4 0.2 -0.4
H -0.3 -0.3 0.8
H 0.2 -0.8 -0.4
H 0.2 0.5 -0.9
H 0.1 -0.1 -0.3
H 0.2 0.4 -0.1
O -0.8 -0.4 -0.4
S 2.4 1.4 1.4
O -0.9 0.7 -0.2
C -3.5 0.0 0.2
C 0.5 -2.2 0.6
C 1.9 2.6 -2.2
C -0.9 -2.1 1.6
H 0.9 -0.2 -0.8
H -0.4 0.0 0.4
H 0.7 0.2 0.5
H 0.4 0.2 -0.3
H -0.8 0.2 0.0
H 0.2 -0.5 -0.3
H -0.1 1.0 -0.4
H 0.6 -0.6 -0.1
C 0.5 -0.6 -0.8
C -0.8 -1.7 3.7
C -0.3 -0.7 -1.2
O 0.8 1.5 -2.1
H -0.3 0.2 -0.3
H 0.0 0.2 0.0
H 0.1 0.6 0.7
H -0.1 -0.3 0.4
H 0.5 0.1 -0.3
H -0.4 0.5 -0.1
C 1.0 0.4 1.6
C -2.6 -0.6 -2.1
C 0.7 -1.2 -0.1
O 1.2 1.1 1.3
H -0.1 0.3 -0.1
H 0.7 -0.7 0.2
H -0.6 -0.1 -0.8
H -0.1 0.4 -0.3
H -0.2 0.0 0.0
H 0.1 0.3 0.2
C -1.8 0.2 -2.2
C 2.9 -0.9 1.2
C -0.2 0.1 0.7
O -1.1 -0.1 0.5
H -0.4 0.0 -0.1
H 0.2 0.2 0.5
H 0.1 0.0 -0.1
H 0.0 0.5 0.3
H -0.1 0.3 -0.1
H 0.2 -0.1 -0.6
C 0.3 1.0 1.8
C -1.6 -1.8 1.2
C 2.5 -0.9 0.5
O -0.9 1.5 -2.8
H 0.3 0.0 0.1
H -0.2 -0.1 0.3
H 0.1 0.0 -0.7
H -0.1 0.3 0.1
H -0.4 0.2 -0.4
H -0.1 -0.3 -0.1

- total charge = 0
- LUMO energy (eV) = 0.04
- SMILES = C[C@H]1COC(=O)O1.O=S1(=O)CCCC1.O=S1(=O)CCCC1.O=S1(=O)CCCC1.O=S1(=O)CCCC1.O=S1(=O)CCCC1.CC(C)=O.CC(C)=O.CC(C)=O.CC(C)=O
- gap between HOMO and LUMO (Ha) = 0.3455

---

No. 2
The following is a quantum chemistry calculation of a structure of composition C30H36MgN5O2, from the OMol25 dataset.

Each line ends with the Mulliken charge.
Atoms and positions in Å:
Mg 0.03650 -0.05720 0.33240  0.478
C 7.16940 -0.24130 -0.00130  -2.195
C 6.27590 1.00110 -0.00880  1.907
C 6.60020 1.82840 1.24670  -1.558
C 6.62180 1.83040 -1.25560  -1.609
C 4.79890 0.65590 -0.01090  0.328
C 4.29670 -0.64460 0.03380  -0.465
C 2.92570 -0.84790 0.06290  -0.757
N 2.04320 0.13470 0.04230  -0.503
C 2.48850 1.39330 -0.00730  -0.423
C 3.84980 1.67900 -0.03500  -0.143
C 1.44830 2.43580 -0.03450  0.173
C 1.72780 3.79970 -0.02110  -0.011
C 0.69980 4.74480 -0.04460  0.340
C -0.59770 4.23540 -0.09760  -0.436
C -0.79740 2.86300 -0.11170  -0.758
N 0.19100 1.98470 -0.07420  -0.114
C 1.02500 6.22740 -0.01370  1.975
C 1.84840 6.59230 -1.25870  -1.584
C -0.23410 7.09760 -0.00060  -2.206
C 1.84180 6.55660 1.24610  -1.598
H 8.21060 0.07370 -0.00400  0.448
H 7.00140 -0.84980 -0.88700  0.430
H 7.00320 -0.83810 0.89260  0.432
H 7.66630 2.04500 1.26840  0.453
H 6.35010 1.27230 2.14720  0.391
H 6.06640 2.77550 1.26270  0.333
H 7.69010 2.03490 -1.25770  0.467
H 6.09910 2.78380 -1.27680  0.326
H 6.37960 1.28100 -2.16240  0.385
H 4.95080 -1.49980 0.05200  0.561
H 2.52160 -1.84990 0.11500  0.536
H 4.18800 2.70120 -0.07350  0.461
H 2.74840 4.14140 0.02620  0.442
H -1.45740 4.88390 -0.11670  0.537
H -1.80030 2.45730 -0.15750  0.516
H 1.29880 6.35180 -2.16580  0.390
H 2.80500 6.07600 -1.28580  0.326
H 2.04290 7.66220 -1.25250  0.455
H -0.83230 6.93540 -0.89390  0.435
H 0.05890 8.14470 0.01950  0.446
H -0.83420 6.90080 0.88490  0.441
H 2.79450 6.03370 1.26880  0.327
H 1.28150 6.30060 2.14230  0.381
H 2.04890 7.62410 1.27310  0.468
O -1.87270 -0.01840 0.34280  -0.474
N -2.33540 0.03690 1.53690  -0.471
N -1.47430 0.00550 2.45130  1.432
O -0.19300 -0.07400 2.21590  -0.748
C -1.92730 0.02980 3.78570  0.238
C -0.99580 0.02590 4.81710  -0.354
C -1.43450 0.00200 6.12960  -0.567
C -2.79110 -0.01470 6.41200  -0.458
C -3.71710 0.00740 5.37600  -0.591
C -3.29380 0.03230 4.06030  -0.226
H 0.05930 0.03420 4.58490  0.399
H -0.70630 -0.01360 6.92760  0.377
H -3.12560 -0.04570 7.43680  0.395
H -4.77500 -0.00550 5.58880  0.388
H -4.00040 0.04560 3.24630  0.447
N -0.29490 -2.08650 -0.68300  -0.508
C -0.07840 -3.45800 -0.34140  0.546
C -0.84530 -4.05690 0.65150  -0.432
C -0.66120 -5.39510 0.95590  -0.655
C 0.28210 -6.14530 0.27220  -0.495
C 1.04180 -5.55310 -0.72240  -0.722
C 0.86130 -4.21440 -1.03150  -0.287
H 0.03080 -1.92830 -1.63430  0.247
H -1.29610 -1.89650 -0.65890  0.407
H -1.58630 -3.46920 1.17640  0.362
H -1.27360 -5.85710 1.71550  0.384
H 0.42180 -7.18800 0.51380  0.393
H 1.76210 -6.13690 -1.27650  0.383
H 1.44590 -3.75380 -1.81710  0.362

Cartesian forces, eV/Å:
Mg 0.5 -0.6 -0.7
C -0.2 0.2 0.0
C 0.3 0.1 0.0
C -0.1 -0.1 -0.1
C -0.1 -0.1 0.1
C -0.3 -0.1 0.1
C 0.0 0.2 0.0
C 0.6 -0.4 0.0
N 0.2 0.1 -0.1
C 1.0 0.2 0.0
C -0.3 -0.2 0.0
C 0.0 1.1 0.0
C -0.1 -0.3 0.1
C -0.2 -0.3 0.0
C 0.3 0.0 0.0
C -0.4 0.4 0.0
N 0.2 0.1 -0.2
C 0.1 0.3 0.0
C -0.1 -0.1 0.1
C 0.2 -0.2 0.0
C -0.1 -0.1 -0.1
H 0.1 0.0 0.0
H 0.0 -0.1 -0.1
H 0.0 -0.1 0.1
H 0.1 0.0 0.0
H 0.0 0.0 0.1
H -0.1 0.1 0.0
H 0.1 0.1 0.0
H -0.1 0.1 0.0
H 0.0 0.0 -0.1
H 0.1 -0.1 0.0
H 0.0 -0.1 0.0
H 0.0 0.1 0.0
H 0.1 0.0 0.0
H -0.1 0.1 0.0
H 0.0 -0.1 0.0
H 0.0 0.0 -0.1
H 0.1 -0.1 0.0
H 0.1 0.1 0.0
H -0.1 0.0 -0.1
H 0.0 0.1 0.0
H -0.1 0.0 0.1
H 0.1 -0.1 0.0
H 0.0 0.0 0.1
H 0.0 0.1 0.0
O -0.5 0.0 -0.1
N -1.1 0.0 0.0
N 0.1 0.0 -0.4
O 0.3 -0.1 0.6
C -0.4 0.0 1.4
C 0.1 0.0 -0.4
C -0.1 0.0 0.0
C 0.0 0.0 0.0
C 0.1 0.0 0.0
C 0.1 0.0 -0.1
H 0.0 0.0 0.0
H 0.0 0.0 0.0
H -0.1 0.0 0.1
H -0.1 0.0 0.0
H -0.1 0.0 0.0
N 0.0 0.5 -0.2
C 0.1 -0.6 0.1
C 0.1 0.2 0.0
C 0.0 0.1 -0.1
C 0.0 -0.1 0.0
C 0.0 0.0 0.0
C 0.0 0.2 0.1
H -0.2 -0.1 0.0
H 0.0 0.0 -0.1
H -0.1 0.0 0.1
H 0.0 0.0 0.1
H 0.0 -0.1 0.0
H 0.1 0.0 0.0
H 0.0 0.0 -0.1

- total charge = +1
- LUMO energy (eV) = -3.08
- gap between HOMO and LUMO (Ha) = 0.2915